# 1
{
  "formula": "C48H39CsN11O7PS3",
  "method": "ωB97M-V/def2-TZVPD",
  "elements": ["Cs", "N", "C", "S", "N", "N", "C", "C", "C", "C", "C", "C", "C", "C", "C", "C", "C", "C", "N", "H", "H", "H", "H", "H", "H", "H", "H", "H", "H", "H", "N", "P", "C", "C", "C", "C", "C", "C", "C", "C", "C", "C", "C", "C", "C", "C", "C", "C", "C", "N", "H", "H", "H", "H", "H", "H", "H", "H", "H", "H", "H", "H", "H", "H", "H", "O", "C", "O", "C", "C", "C", "C", "C", "C", "O", "N", "O", "O", "N", "O", "O", "H", "H", "C", "N", "C", "C", "N", "C", "S", "H", "H", "H", "H", "H", "H", "S", "C", "N", "C", "C", "C", "C", "C", "C", "H", "H", "H", "H", "H"],
  "xyz": [[-0.30, -1.09, -0.54], [-2.29, -1.10, 5.25], [-1.71, -0.20, 4.35], [-0.04, 0.11, 4.55], [-2.55, 0.35, 3.52], [-2.01, 0.93, 2.41], [-2.73, 1.88, 1.90], [-4.01, 2.33, 2.52], [-5.09, 1.46, 2.62], [-6.28, 1.86, 3.21], [-6.40, 3.15, 3.71], [-5.33, 4.03, 3.62], [-4.15, 3.62, 3.02], [-2.37, 2.46, 0.58], [-3.33, 3.19, -0.12], [-3.07, 3.60, -1.42], [-1.86, 3.26, -1.99], [-0.96, 2.55, -1.21], [-1.18, 2.18, 0.04], [-1.80, -1.18, 6.12], [-3.30, -1.02, 5.30], [-4.99, 0.46, 2.22], [-7.11, 1.18, 3.27], [-7.32, 3.47, 4.18], [-5.42, 5.04, 4.00], [-3.31, 4.31, 2.93], [-4.29, 3.40, 0.33], [-3.83, 4.13, -1.98], [-1.63, 3.48, -3.02], [-0.01, 2.24, -1.63], [2.18, -4.22, 1.20], [2.81, -2.64, 0.94], [3.50, -2.22, 2.58], [4.29, -3.09, 3.33], [4.78, -2.71, 4.56], [4.50, -1.44, 5.06], [3.73, -0.56, 4.32], [3.21, -0.95, 3.09], [4.37, -3.09, 0.09], [4.42, -4.16, -0.82], [5.58, -4.43, -1.53], [6.70, -3.64, -1.36], [6.65, -2.56, -0.48], [5.50, -2.29, 0.23], [0.82, -4.40, 1.40], [0.24, -5.66, 1.56], [-1.13, -5.72, 1.76], [-1.88, -4.55, 1.78], [-1.20, -3.36, 1.60], [0.12, -3.28, 1.44], [2.77, -5.04, 1.22], [4.52, -4.08, 2.94], [5.39, -3.40, 5.14], [4.90, -1.14, 6.02], [3.50, 0.43, 4.70], [2.59, -0.27, 2.53], [3.53, -4.75, -0.99], [5.60, -5.26, -2.22], [7.61, -3.85, -1.91], [7.52, -1.93, -0.36], [5.47, -1.44, 0.90], [0.84, -6.55, 1.52], [-1.61, -6.68, 1.89], [-2.95, -4.56, 1.92], [-1.74, -2.41, 1.59], [-1.31, -3.71, -1.97], [-0.88, -2.82, -2.72], [0.28, -2.33, -2.73], [-1.87, -2.18, -3.69], [-2.20, -2.75, -4.87], [-3.12, -2.12, -5.74], [-3.75, -0.95, -5.37], [-3.44, -0.38, -4.15], [-2.43, -0.90, -3.26], [-2.01, -0.32, -2.24], [-4.20, 0.80, -3.79], [-4.39, 1.03, -2.61], [-4.65, 1.50, -4.69], [-3.45, -2.72, -6.99], [-2.87, -3.76, -7.32], [-4.30, -2.19, -7.71], [-1.77, -3.70, -5.16], [-4.49, -0.50, -6.01], [0.92, 4.88, -0.02], [0.51, 4.16, 1.16], [-0.60, 4.45, 1.93], [-0.68, 3.50, 2.88], [0.38, 2.65, 2.69], [1.13, 3.04, 1.64], [2.57, 2.35, 1.10], [1.25, 5.88, 0.23], [0.09, 4.93, -0.73], [1.75, 4.33, -0.47], [-1.22, 5.30, 1.71], [-1.39, 3.33, 3.66], [0.44, 1.76, 3.17], [3.34, -0.03, -4.28], [3.08, -0.11, -2.56], [2.72, 0.98, -1.98], [2.63, 2.01, -2.90], [2.26, 3.32, -2.59], [2.20, 4.24, -3.62], [2.50, 3.88, -4.94], [2.87, 2.59, -5.25], [2.93, 1.65, -4.22], [3.21, -1.05, -2.04], [2.04, 3.58, -1.57], [1.90, 5.26, -3.40], [2.44, 4.62, -5.72], [3.10, 2.30, -6.27]],
  "mulliken_charge": [1.54, -0.51, 0.28, -0.62, -0.93, 0.68, -0.22, -0.51, 0.16, -0.78, -0.40, -1.01, 0.61, 0.91, -0.71, -0.99, -0.39, -0.51, 0.68, 0.21, 0.23, 0.47, 0.37, 0.36, 0.41, 0.21, 0.47, 0.39, 0.47, -0.04, -0.11, 0.88, 0.07, -0.52, -0.61, -0.52, -0.50, -0.01, -0.16, -0.26, -0.59, -0.42, -0.61, -0.53, 0.41, -0.88, -0.36, -1.06, 0.07, -0.11, 0.29, 0.25, 0.38, 0.34, 0.43, 0.16, 0.45, 0.38, 0.37, 0.38, 0.46, 0.37, 0.36, 0.44, 0.20, -0.62, -1.06, -0.61, 0.76, -0.27, -0.52, -0.27, -0.64, 0.57, -0.08, 0.96, -0.51, -0.68, 1.03, -0.68, -0.69, 0.54, 0.58, -0.72, 0.51, -1.00, -0.51, 0.57, -0.06, -0.33, 0.36, 0.31, 0.45, 0.46, 0.77, -0.24, -0.32, 0.01, 0.00, -0.83, 0.03, -0.42, -0.54, -0.50, 0.51, 0.35, -0.09, 0.42, 0.36, 0.38],
  "e_above_lowest_kcal_mol": 38.71,
  "energy_ha": -4537.59876,
  "lumo_energy_ha": 0.130,
  "orbital_gap_ev": 6.281,
  "charge": -2
}



# 2
{
  "formula": "C48H40BF4O30",
  "method": "ωB97M-V/def2-TZVPD",
  "elements": ["B", "F", "F", "F", "F", "C", "C", "C", "O", "C", "C", "C", "O", "O", "O", "H", "H", "H", "H", "C", "C", "C", "O", "C", "C", "C", "O", "O", "O", "H", "H", "H", "H", "C", "C", "C", "O", "C", "C", "C", "O", "O", "O", "H", "H", "H", "H", "C", "C", "C", "O", "C", "C", "C", "O", "O", "O", "H", "H", "H", "H", "C", "C", "C", "O", "C", "C", "C", "O", "O", "O", "H", "H", "H", "H", "C", "C", "C", "O", "C", "C", "C", "O", "O", "O", "H", "H", "H", "H", "C", "C", "C", "O", "C", "C", "C", "O", "O", "O", "H", "H", "H", "H", "C", "C", "O", "C", "H", "H", "H", "H", "H", "H", "C", "C", "O", "C", "H", "H", "H", "H", "H", "H"],
  "xyz": [[-0.01, 0.06, 0.11], [-1.28, -0.43, 0.01], [0.76, -0.49, 1.08], [0.70, 0.15, -1.08], [-0.12, 1.48, 0.48], [2.89, 2.78, -6.02], [3.87, 3.93, -6.05], [4.29, 4.63, -4.75], [5.10, 5.56, -4.80], [3.74, 3.98, -3.61], [2.78, 2.85, -3.54], [2.46, 2.16, -4.78], [1.68, 1.17, -4.73], [2.35, 2.18, -2.40], [4.27, 4.48, -7.24], [2.51, 2.25, -6.69], [4.20, 4.41, -2.68], [1.78, 1.49, -2.68], [4.99, 4.97, -7.03], [1.09, -5.41, 0.98], [0.93, -3.89, 1.48], [-0.24, -3.58, 2.35], [-0.35, -2.47, 2.82], [-1.21, -4.63, 2.57], [-0.99, -6.07, 2.00], [0.17, -6.46, 1.28], [0.40, -7.61, 0.97], [-1.95, -7.11, 1.98], [1.72, -2.85, 0.97], [2.03, -5.69, 0.43], [-2.10, -4.31, 3.05], [-2.54, -6.76, 2.62], [1.29, -2.08, 1.07], [-1.42, 3.65, -6.11], [-1.93, 2.37, -6.57], [-2.27, 1.32, -5.52], [-2.66, 0.25, -5.95], [-1.83, 1.50, -4.16], [-1.30, 2.92, -3.71], [-1.11, 4.01, -4.73], [-0.60, 5.08, -4.43], [-0.99, 3.24, -2.46], [-2.23, 2.18, -7.88], [-1.35, 4.44, -7.06], [-1.96, 0.82, -3.50], [-0.90, 2.44, -2.03], [-2.49, 1.35, -7.80], [-2.85, 1.88, 4.68], [-1.87, 0.64, 4.45], [-1.46, -0.06, 5.63], [-0.81, -1.07, 5.60], [-1.90, 0.36, 6.98], [-2.62, 1.68, 7.12], [-3.22, 2.39, 5.96], [-3.92, 3.42, 6.13], [-2.95, 2.13, 8.31], [-1.48, 0.16, 3.20], [-3.19, 2.37, 3.74], [-1.44, -0.08, 7.79], [-2.93, 1.32, 8.91], [-1.17, -0.72, 3.25], [2.22, -4.59, -2.60], [2.09, -3.11, -2.10], [3.25, -2.47, -1.56], [3.21, -1.29, -1.34], [4.53, -3.17, -1.42], [4.65, -4.72, -1.80], [3.51, -5.31, -2.48], [3.50, -6.51, -2.78], [5.55, -5.55, -1.43], [0.92, -2.45, -2.24], [1.60, -5.25, -3.13], [5.32, -2.62, -0.95], [6.23, -5.05, -1.08], [1.20, -1.56, -1.94], [-4.51, -5.41, -0.13], [-3.46, -5.85, -1.19], [-2.35, -4.98, -1.45], [-1.51, -5.17, -2.25], [-2.36, -3.68, -0.76], [-3.37, -3.25, 0.29], [-4.41, -4.22, 0.69], [-5.36, -3.94, 1.48], [-3.24, -2.07, 0.92], [-3.48, -7.12, -1.75], [-5.14, -6.31, 0.24], [-1.60, -3.01, -1.02], [-2.65, -1.47, 0.62], [-2.64, -7.20, -2.29], [1.32, 3.71, 4.85], [0.58, 3.33, 3.65], [-0.64, 3.96, 3.25], [-1.32, 3.62, 2.24], [-1.05, 5.15, 4.03], [-0.32, 5.56, 5.33], [0.82, 4.78, 5.83], [1.45, 4.99, 6.88], [-0.77, 6.64, 6.06], [1.07, 2.21, 2.96], [2.19, 3.21, 5.09], [-1.87, 5.73, 3.69], [-1.63, 6.68, 5.69], [0.53, 2.12, 2.10], [-4.69, 3.15, -1.24], [-4.85, 2.37, 0.09], [-5.94, 2.33, 0.61], [-3.67, 1.61, 0.60], [-3.95, 3.85, -1.42], [-5.68, 3.55, -1.57], [-4.25, 2.52, -1.97], [-3.85, 0.94, 1.49], [-2.85, 2.43, 0.78], [-3.36, 1.01, -0.30], [5.77, 0.98, -0.28], [5.59, 0.00, 0.84], [6.48, -0.81, 1.23], [4.14, -0.12, 1.57], [6.81, 0.82, -0.81], [5.26, 1.86, 0.23], [5.06, 0.82, -0.95], [3.49, 0.25, 0.81], [4.20, 0.54, 2.40], [3.92, -1.21, 1.82]],
  "mulliken_charge": [0.90, -0.19, -0.80, -0.10, -0.50, -1.32, 0.15, 0.69, -0.63, -0.93, 0.27, 1.34, -0.57, -0.01, -0.48, 0.82, 0.34, -0.04, 0.31, -0.42, 0.40, 0.36, -0.71, -0.79, 0.22, 0.32, -0.59, -0.46, -0.02, 0.35, 0.60, 0.38, 0.30, -0.62, 0.37, 0.68, -0.65, -1.58, 0.47, 0.62, -0.61, -0.44, -0.51, 0.18, 1.48, 0.15, 0.32, -0.60, 0.18, 0.89, -0.55, -0.98, 0.59, 0.40, -0.66, -0.46, 0.20, 0.32, 0.46, 0.36, 0.09, -0.87, 0.60, 0.71, -0.16, -0.95, 0.30, 0.45, -0.61, -0.40, -0.46, 0.48, 0.39, 0.33, 0.00, -0.73, 0.23, 0.67, -0.60, -0.63, 0.03, 0.70, -0.62, -0.43, -0.56, 0.26, 0.88, 0.39, 0.38, -0.74, 0.35, 0.67, -0.53, -0.79, 0.49, 0.44, -0.58, -0.49, -0.41, 0.57, 0.37, 0.30, 0.18, -1.37, 0.53, -0.60, 0.23, 0.49, 0.34, 0.33, 0.22, -0.09, -0.04, -0.89, 0.63, -0.65, -0.19, 0.27, 0.37, 0.15, -0.28, 0.61, 0.02],
  "e_above_lowest_kcal_mol": 0.00,
  "energy_ha": -4534.15941,
  "lumo_energy_ha": -0.030,
  "orbital_gap_ev": 5.987,
  "charge": -1
}



# 3
{
  "formula": "C48H40ClMoN2O9P2",
  "method": "ωB97M-V/def2-TZVPD",
  "elements": ["Mo", "O", "C", "O", "C", "C", "C", "C", "C", "N", "C", "O", "O", "H", "H", "H", "H", "C", "O", "C", "C", "C", "C", "C", "C", "O", "C", "O", "C", "H", "H", "H", "H", "H", "H", "H", "H", "H", "C", "N", "P", "C", "C", "C", "C", "C", "C", "C", "C", "C", "C", "C", "C", "P", "C", "C", "C", "C", "C", "C", "C", "C", "C", "C", "C", "C", "H", "H", "H", "H", "H", "H", "H", "H", "H", "H", "H", "H", "H", "H", "H", "H", "H", "H", "H", "H", "H", "H", "H", "Cl", "C", "C", "C", "C", "C", "C", "C", "O", "O", "H", "H", "H", "H"],
  "xyz": [[-0.68, -0.19, 0.74], [-2.59, 3.78, -1.16], [-1.90, 2.63, -1.18], [-0.70, 2.58, -1.23], [-2.80, 1.44, -1.17], [-4.08, 1.54, -1.69], [-4.87, 0.41, -1.81], [-4.35, -0.80, -1.43], [-3.07, -0.83, -0.90], [-2.31, 0.26, -0.75], [-2.42, -2.15, -0.53], [-2.98, -3.19, -0.79], [-1.24, -2.02, 0.01], [-1.95, 4.51, -1.25], [-4.44, 2.51, -2.01], [-5.87, 0.48, -2.21], [-4.88, -1.74, -1.51], [-1.34, 6.26, 3.04], [-0.44, 5.61, 3.92], [-0.10, 4.34, 3.67], [0.78, 3.75, 4.60], [1.17, 2.46, 4.43], [0.71, 1.67, 3.34], [1.14, 0.32, 3.17], [2.16, -0.35, 4.04], [0.73, -0.42, 2.23], [-0.17, 2.28, 2.41], [-0.64, 1.65, 1.34], [-0.57, 3.60, 2.59], [-1.47, 7.26, 3.44], [-2.30, 5.75, 3.01], [-0.93, 6.33, 2.03], [1.13, 4.35, 5.43], [1.85, 2.03, 5.15], [2.35, 0.16, 4.98], [3.09, -0.41, 3.47], [1.83, -1.37, 4.22], [-1.25, 4.02, 1.86], [0.80, -2.88, -2.47], [1.27, -1.53, -2.06], [0.59, -0.12, -2.90], [-0.11, -0.86, -4.40], [0.62, -1.07, -5.57], [0.01, -1.66, -6.67], [-1.32, -2.06, -6.61], [-2.05, -1.84, -5.45], [-1.45, -1.24, -4.36], [2.09, 0.71, -3.50], [1.96, 2.03, -3.91], [3.06, 2.76, -4.33], [4.32, 2.17, -4.32], [4.46, 0.85, -3.90], [3.36, 0.12, -3.49], [1.39, -1.20, -0.41], [1.99, -2.72, 0.34], [3.15, -3.31, -0.17], [3.64, -4.48, 0.38], [2.96, -5.08, 1.44], [1.80, -4.50, 1.94], [1.31, -3.33, 1.39], [2.67, 0.07, -0.17], [3.97, -0.22, 0.24], [4.89, 0.81, 0.41], [4.52, 2.13, 0.17], [3.22, 2.42, -0.21], [2.29, 1.40, -0.38], [0.95, -2.98, -3.54], [-0.25, -3.05, -2.24], [1.40, -3.64, -1.97], [1.65, -0.77, -5.63], [0.58, -1.83, -7.58], [-1.79, -2.52, -7.47], [-3.09, -2.15, -5.40], [-2.03, -1.06, -3.45], [0.98, 2.50, -3.88], [2.95, 3.78, -4.65], [5.18, 2.73, -4.64], [5.44, 0.39, -3.89], [3.47, -0.90, -3.15], [3.67, -2.86, -1.01], [4.54, -4.93, -0.01], [3.34, -6.00, 1.87], [1.26, -4.98, 2.75], [0.39, -2.91, 1.78], [4.27, -1.24, 0.45], [5.90, 0.58, 0.72], [5.24, 2.92, 0.30], [2.92, 3.44, -0.40], [1.29, 1.65, -0.69], [-7.36, -1.75, 5.95], [-5.89, -1.67, 5.05], [-4.84, -2.53, 5.37], [-3.67, -2.46, 4.65], [-3.53, -1.54, 3.62], [-4.58, -0.68, 3.31], [-5.77, -0.75, 4.02], [-2.24, -1.49, 2.88], [-1.30, -2.21, 3.13], [-2.21, -0.57, 1.90], [-4.96, -3.24, 6.18], [-2.84, -3.11, 4.88], [-4.47, 0.03, 2.50], [-6.59, -0.09, 3.79]],
  "lowdin_spin": [1.74, 0.00, 0.00, 0.01, 0.01, 0.00, 0.01, 0.00, 0.01, 0.00, 0.01, 0.02, 0.05, 0.00, 0.00, 0.00, 0.00, 0.00, 0.00, 0.00, 0.00, 0.00, 0.00, 0.01, 0.00, 0.04, 0.01, 0.03, 0.00, 0.00, 0.00, 0.00, 0.00, 0.00, 0.00, 0.00, 0.00, 0.00, 0.00, 0.00, 0.01, 0.00, 0.00, 0.00, 0.00, 0.00, 0.00, 0.00, 0.00, 0.00, 0.00, 0.00, 0.00, -0.01, 0.00, 0.00, 0.00, 0.00, 0.00, 0.00, -0.01, 0.00, 0.00, 0.00, 0.00, 0.00, 0.00, 0.00, 0.00, 0.00, 0.00, 0.00, 0.00, 0.00, 0.00, 0.00, 0.00, 0.00, 0.00, 0.00, 0.00, 0.00, 0.00, 0.00, 0.00, 0.00, 0.00, 0.00, 0.00, 0.00, 0.00, 0.00, 0.00, 0.00, 0.00, 0.00, 0.01, 0.01, 0.03, 0.00, 0.00, 0.00, 0.00],
  "e_above_lowest_kcal_mol": 28.96,
  "energy_ha": -3850.88312,
  "lumo_energy_ha": [-0.136, -0.135],
  "orbital_gap_ev": [6.775, 6.797],
  "spin_multiplicity": 3,
  "charge": 1
}